Record 1
Below is a structure of composition C13H18MnN5O2S2, with properties calculated with the ωB97M-V functional and the def2-TZVPD basis.

Results
Net charge: +2
Spin multiplicity: 5
HOMO-LUMO gap (spin up / spin down) in eV: 6.42 / 7.06
E_LUMO (spin up / spin down) in eV: -7.75 / -7.19

Geometry (Å):
Mn: 0.612 -0.222 -2.055
N: -0.678 0.358 -0.494
C: -0.253 -0.334 0.770
C: -1.440 -0.596 1.699
C: -1.187 -0.671 3.213
C: -0.526 -1.925 3.793
N: 0.912 -1.725 4.057
C: 1.812 -2.718 4.135
N: 1.704 -3.787 3.360
N: 2.835 -2.608 4.983
C: 0.527 -1.585 0.356
O: 0.624 -2.540 1.082
O: 1.095 -1.510 -0.828
H: -0.759 1.359 -0.335
H: -1.619 0.049 -0.743
H: 0.468 0.329 1.258
H: -1.968 -1.494 1.365
H: -2.131 0.241 1.562
H: -2.171 -0.588 3.675
H: -0.644 0.223 3.536
H: -0.651 -2.764 3.117
H: -1.007 -2.180 4.738
H: 1.124 -0.919 4.625
H: 1.177 -3.725 2.499
H: 2.308 -4.580 3.497
H: 2.813 -1.956 5.748
H: 3.622 -3.233 4.931
S: 1.533 -1.117 -3.921
C: 0.827 0.382 -4.460
N: 0.213 1.051 -3.494
C: -0.326 2.260 -3.945
C: -1.031 3.202 -3.207
C: -1.488 4.331 -3.859
C: -1.252 4.523 -5.223
C: -0.552 3.591 -5.964
C: -0.091 2.456 -5.307
S: 0.814 1.122 -5.985
H: -1.218 3.063 -2.150
H: -2.039 5.079 -3.306
H: -1.622 5.416 -5.706
H: -0.369 3.741 -7.019



Record 2
Below is the molecule C12H20N2O3S in a non-equilibrium geometry, with properties calculated with the ωB97M-V functional and the def2-TZVPD basis.

Results
SMILES: CCOc1ccc(S(=O)(=O)N(CC)CC)cc1N
Net charge: 0
HOMO-LUMO gap in eV: 9.16
E_LUMO in eV: 0.72

Geometry (Å):
C: 2.885 2.417 2.934
C: 3.535 1.045 2.797
O: 2.641 -0.022 3.091
C: 1.652 -0.225 2.145
C: 0.370 0.252 2.362
C: -0.633 0.026 1.433
C: -0.331 -0.683 0.287
S: -1.593 -0.919 -0.965
O: -1.131 -1.915 -1.887
O: -2.862 -1.108 -0.324
N: -1.653 0.529 -1.776
C: -2.399 1.605 -1.170
C: -3.182 2.403 -2.207
C: -0.474 0.846 -2.555
C: -0.625 0.361 -3.992
C: 0.933 -1.185 0.059
C: 1.950 -0.975 0.990
N: 3.231 -1.433 0.776
H: 3.629 3.191 2.766
H: 2.086 2.532 2.205
H: 2.470 2.536 3.931
H: 3.945 0.927 1.785
H: 4.343 0.933 3.525
H: 0.167 0.793 3.274
H: -1.640 0.372 1.595
H: -3.094 1.126 -0.479
H: -1.733 2.273 -0.602
H: -2.511 2.900 -2.904
H: -3.833 1.737 -2.765
H: -3.787 3.157 -1.710
H: -0.312 1.928 -2.529
H: 0.397 0.364 -2.097
H: 0.272 0.587 -4.562
H: -0.788 -0.713 -3.984
H: -1.478 0.840 -4.465
H: 1.110 -1.768 -0.831
H: 3.320 -2.185 0.111
H: 3.780 -1.549 1.615



Record 3
Below is a structure of composition C35H52BrClN4OPtSi2, with properties calculated with the ωB97M-V functional and the def2-TZVPD basis.

Results
Net charge: 0
HOMO-LUMO gap in eV: 7.92
E_LUMO in eV: 0.25

Geometry (Å):
Pt: -2.044 -1.859 0.977
C: 2.494 -5.261 1.050
C: 1.002 -5.190 1.218
C: 0.269 -6.187 1.843
C: -1.106 -6.056 1.978
C: -1.696 -4.909 1.489
Br: -3.579 -4.732 1.630
N: -1.021 -3.931 0.893
C: 0.297 -4.085 0.759
H: 2.882 -6.213 1.406
H: 2.986 -4.463 1.608
H: 2.774 -5.147 0.002
H: 0.767 -7.070 2.223
H: -1.708 -6.819 2.447
H: 0.796 -3.260 0.269
C: 1.921 2.394 -5.371
C: 2.350 2.864 -3.974
C: 1.985 4.348 -3.855
C: 3.877 2.726 -3.890
C: 1.597 2.019 -2.884
O: 0.252 1.801 -3.305
C: 1.498 2.689 -1.498
C: 2.748 3.036 -0.666
C: 3.449 1.850 -0.045
C: 4.750 1.478 -0.357
C: 5.320 0.341 0.203
C: 4.584 -0.424 1.092
Cl: 5.288 -1.860 1.776
C: 3.297 -0.057 1.451
C: 2.753 1.080 0.879
C: 2.220 0.612 -2.816
N: 1.318 -0.445 -2.397
C: 0.744 -0.717 -1.215
N: -0.023 -1.789 -1.317
C: 0.106 -2.119 -2.625
N: 0.895 -1.333 -3.316
H: 2.528 2.906 -6.120
H: 0.875 2.622 -5.564
H: 2.051 1.322 -5.515
H: 2.389 4.888 -4.713
H: 2.391 4.809 -2.954
H: 0.903 4.501 -3.862
H: 4.331 3.371 -4.644
H: 4.210 1.708 -4.098
H: 4.282 3.022 -2.925
H: -0.241 2.622 -3.205
H: 0.848 2.047 -0.896
H: 0.926 3.611 -1.637
H: 2.397 3.671 0.152
H: 3.453 3.643 -1.232
H: 5.331 2.069 -1.056
H: 6.329 0.048 -0.051
H: 2.724 -0.637 2.164
H: 1.752 1.370 1.163
H: 3.086 0.619 -2.160
H: 2.546 0.299 -3.804
H: 0.937 -0.169 -0.310
H: -0.393 -2.962 -3.075
C: -3.272 -0.130 4.340
Si: -3.829 0.660 2.723
C: -5.694 0.883 2.861
C: -3.129 2.407 2.572
C: -3.544 -0.478 1.259
Si: -3.700 0.166 -0.483
C: -3.547 -1.304 -1.666
C: -2.362 1.406 -0.935
C: -5.356 0.992 -0.827
H: -4.021 0.012 5.121
H: -2.327 0.281 4.696
H: -3.130 -1.202 4.195
H: -5.923 1.541 3.703
H: -6.197 -0.069 3.042
H: -6.127 1.326 1.964
H: -2.914 2.809 3.565
H: -3.870 3.062 2.108
H: -2.214 2.472 1.989
H: -4.395 -1.170 1.415
H: -2.529 -1.383 -2.051
H: -4.224 -1.195 -2.516
H: -3.798 -2.262 -1.193
H: -1.375 0.986 -0.735
H: -2.471 2.344 -0.389
H: -2.410 1.626 -2.004
H: -6.186 0.325 -0.587
H: -5.441 1.264 -1.882
H: -5.478 1.904 -0.239
C: 0.881 -0.131 4.341
C: 0.391 0.708 3.356
C: -0.449 0.220 2.359
C: -0.848 -1.114 2.347
C: -0.338 -1.953 3.349
C: 0.519 -1.473 4.327
H: 1.532 0.253 5.116
H: 0.655 1.759 3.366
H: -0.824 0.893 1.600
H: -0.642 -2.989 3.380
H: 0.889 -2.143 5.094



Record 4
Below is a structure of composition C22H13BrF9N5O2Pd in a non-equilibrium geometry, with properties calculated with the ωB97M-V functional and the def2-TZVPD basis.

Results
Net charge: 0
HOMO-LUMO gap in eV: 7.45
E_LUMO in eV: -0.66

Geometry (Å):
Pd: -0.732 -0.624 1.688
Br: 0.219 4.900 -4.345
C: 1.489 3.543 -3.995
C: 2.064 3.459 -2.738
C: 2.973 2.448 -2.467
C: 3.314 1.534 -3.462
C: 2.776 1.673 -4.733
C: 1.841 2.662 -5.001
N: 4.332 0.515 -3.325
N: 4.512 -0.141 -2.285
C: 3.570 -0.149 -1.198
C: 4.080 -0.028 0.062
C: 3.259 0.068 1.201
C: 1.895 -0.004 1.075
O: 1.053 0.160 2.084
C: 1.364 -0.307 -0.214
N: 0.013 -0.543 -0.270
C: -0.566 -0.817 -1.409
C: 0.177 -0.927 -2.597
C: 1.526 -0.733 -2.571
C: 2.172 -0.371 -1.363
H: 1.803 4.177 -1.973
H: 3.425 2.389 -1.488
H: 3.096 0.990 -5.510
H: 1.405 2.757 -5.986
H: 5.156 0.047 0.165
H: 3.694 0.209 2.181
H: -1.634 -0.998 -1.373
H: -0.329 -1.193 -3.515
H: 2.107 -0.872 -3.471
N: -0.697 1.809 3.404
C: -1.293 2.813 4.064
C: -2.629 2.488 4.170
C: -2.749 1.241 3.539
N: -1.570 0.847 3.087
H: 0.274 1.647 3.158
H: -0.736 3.670 4.401
H: -3.406 3.070 4.632
H: -3.620 0.627 3.389
F: -3.759 -3.685 3.527
C: -2.924 -2.747 3.074
F: -1.688 -3.055 3.499
F: -3.257 -1.590 3.657
C: -2.941 -2.597 1.521
O: -2.478 -1.398 1.097
C: -4.411 -2.704 1.015
F: -4.924 -3.931 1.163
F: -5.186 -1.849 1.695
F: -4.497 -2.384 -0.276
C: -2.098 -3.760 0.904
F: -0.789 -3.482 0.997
F: -2.305 -4.936 1.508
F: -2.370 -3.916 -0.397



Record 5
Below is a cluster of 4 separate species, C35H74BClFN2O16S4 in total in a non-equilibrium geometry, with properties calculated with the ωB97M-V functional and the def2-TZVPD basis.

Results
Net charge: +1
HOMO-LUMO gap in eV: 9.04
E_LUMO in eV: -2.38

Geometry (Å):
C: 2.846 -1.117 2.021
C: 4.169 -1.042 2.140
C: 5.258 -0.926 1.077
C: 6.337 -1.986 1.489
C: 5.818 -3.270 2.156
C: 5.920 -3.299 3.700
S: 4.363 -3.803 4.404
O: 3.637 -2.658 4.868
O: 3.669 -4.670 3.493
O: 4.870 -4.669 5.631
C: 6.009 0.425 1.207
F: 5.970 0.915 2.471
N: 5.538 1.489 0.263
C: 5.979 2.854 0.687
C: 6.438 3.789 -0.425
O: 7.073 4.744 -0.162
Cl: 6.060 3.365 -2.080
C: 4.046 1.368 0.020
O: 3.550 2.523 -0.537
C: 2.672 3.290 0.310
C: 1.243 2.745 0.345
C: 0.176 3.623 -0.330
C: -1.163 3.642 0.419
C: 3.762 0.089 -0.777
C: 3.743 0.334 -2.300
C: 2.428 0.902 -2.865
C: 1.350 -0.161 -3.204
C: -0.063 0.283 -2.793
C: -0.504 -0.186 -1.391
C: -1.554 -1.294 -1.394
C: -1.118 -2.517 -2.180
O: -2.030 -3.566 -1.934
C: -1.815 -4.671 -2.786
C: 4.763 -1.058 -0.390
N: 5.962 -0.890 -1.279
B: 4.128 -2.512 -0.705
O: 5.064 -3.525 -0.748
C: 2.637 -2.881 -0.998
C: 2.513 -3.636 -2.357
H: 2.243 -0.646 1.258
H: 2.302 -1.646 2.796
H: 4.550 -1.091 3.154
H: 7.025 -1.505 2.191
H: 6.927 -2.265 0.619
H: 6.451 -4.086 1.804
H: 4.814 -3.533 1.841
H: 6.666 -4.016 4.032
H: 6.144 -2.313 4.101
H: 4.119 -5.213 5.926
H: 7.060 0.261 0.954
H: 6.012 1.311 -0.637
H: 5.180 3.328 1.252
H: 6.830 2.777 1.359
H: 3.605 1.255 1.017
H: 2.687 4.300 -0.101
H: 3.066 3.368 1.329
H: 0.956 2.668 1.398
H: 1.212 1.726 -0.046
H: 0.010 3.292 -1.357
H: 0.540 4.651 -0.404
H: -1.048 3.476 1.490
H: -1.882 2.936 0.001
H: -1.631 4.622 0.310
H: 2.746 -0.180 -0.495
H: 3.942 -0.606 -2.821
H: 4.540 1.029 -2.561
H: 1.993 1.642 -2.198
H: 2.703 1.397 -3.798
H: 1.359 -0.317 -4.284
H: 1.630 -1.103 -2.731
H: -0.779 -0.070 -3.537
H: -0.090 1.373 -2.820
H: -0.961 0.668 -0.885
H: 0.362 -0.482 -0.785
H: -2.507 -0.916 -1.758
H: -1.708 -1.624 -0.363
H: -0.114 -2.819 -1.845
H: -1.095 -2.296 -3.256
H: -2.268 -4.493 -3.766
H: -0.744 -4.862 -2.928
H: -2.256 -5.551 -2.325
H: 6.048 -1.611 -1.979
H: 6.830 -0.845 -0.767
H: 4.781 -4.324 -0.291
H: 1.925 -2.062 -0.924
H: 2.346 -3.590 -0.210
H: 1.663 -3.278 -2.933
H: 3.423 -3.546 -2.951
H: 2.356 -4.698 -2.179
O: -4.228 1.107 -0.787
S: -5.415 1.029 -1.593
O: -5.417 1.611 -2.899
O: -6.634 1.582 -0.752
C: -6.517 2.906 -0.169
C: -6.695 4.015 -1.183
C: -5.951 -0.642 -1.695
H: -5.563 2.979 0.355
H: -7.305 2.943 0.580
H: -5.878 4.031 -1.903
H: -6.726 4.979 -0.677
H: -7.620 3.886 -1.740
H: -5.962 -1.070 -0.697
H: -5.237 -1.165 -2.328
H: -6.940 -0.661 -2.145
O: -0.948 -7.369 4.898
S: -1.425 -6.703 6.073
O: -2.520 -5.790 5.974
O: -0.191 -5.974 6.770
C: 0.594 -5.087 5.946
C: -0.086 -3.758 5.690
C: -1.748 -7.870 7.345
H: 0.853 -5.589 5.012
H: 1.513 -4.927 6.510
H: -0.974 -3.881 5.072
H: 0.608 -3.092 5.176
H: -0.395 -3.299 6.628
H: -0.899 -8.542 7.431
H: -2.641 -8.415 7.049
H: -1.923 -7.333 8.274
O: -8.417 6.006 -3.042
S: -8.840 7.319 -3.431
O: -9.462 8.172 -2.466
O: -9.761 7.198 -4.715
C: -10.896 6.299 -4.647
C: -12.044 6.861 -3.838
C: -7.509 8.178 -4.194
H: -10.563 5.334 -4.262
H: -11.189 6.156 -5.685
H: -11.785 6.949 -2.784
H: -12.908 6.202 -3.926
H: -12.316 7.853 -4.197
H: -7.055 7.532 -4.939
H: -6.798 8.416 -3.406
H: -7.895 9.089 -4.642



Record 6
Below is a cluster of 11 separate species, C4H30N2O12 in total in a non-equilibrium geometry, with properties calculated with the ωB97M-V functional and the def2-TZVPD basis.

Results
SMILES: CNC(=O)[C@@H](N)CO.O.O.O.O.O.O.O.O.O.O
Net charge: 0
HOMO-LUMO gap in eV: 9.37
E_LUMO in eV: -0.20

Geometry (Å):
C: 2.641 0.769 -2.011
N: 1.675 0.382 -1.007
C: 0.446 0.931 -0.905
O: -0.224 0.587 0.081
C: 0.029 1.904 -2.096
N: -1.003 1.336 -2.973
C: -0.838 3.031 -1.536
O: -1.936 2.485 -0.934
H: 2.621 0.306 -2.974
H: 3.621 0.489 -1.573
H: 2.560 1.863 -2.062
H: 1.859 -0.217 -0.140
H: 0.808 2.106 -2.802
H: -0.754 0.477 -3.475
H: -1.925 1.235 -2.541
H: -0.264 3.640 -0.818
H: -1.256 3.844 -2.263
H: -1.637 1.946 -0.129
O: -2.098 -0.911 -1.134
H: -1.477 -0.336 -1.011
H: -2.425 -1.538 -0.506
O: -3.602 -0.191 0.757
H: -3.028 0.358 0.144
H: -4.182 -0.618 0.311
O: 4.246 -2.880 -1.252
H: 4.032 -2.025 -1.629
H: 3.571 -3.127 -0.605
O: 0.977 -0.050 2.908
H: 0.619 0.389 2.086
H: 0.548 0.392 3.700
O: 0.800 -3.224 -1.634
H: 0.604 -2.604 -0.999
H: 0.621 -4.013 -1.209
O: -3.145 3.754 1.390
H: -2.331 3.101 1.435
H: -3.709 3.124 0.860
O: 3.416 -0.772 2.797
H: 2.435 -0.526 2.881
H: 3.894 -0.346 3.465
O: 1.842 -2.485 0.634
H: 2.322 -2.209 1.283
H: 1.250 -3.017 1.054
O: -1.064 -3.366 1.539
H: -1.933 -3.612 1.162
H: -1.355 -2.840 2.314
O: -1.676 0.887 3.091
H: -2.049 0.014 3.014
H: -1.683 1.246 2.227